--- P ---
Below is C7H11NO2S2 in the gas phase, with properties calculated with ωB97M-V/def2-TZVPD.

- frontier orbital gap (eV) = 8.726
- HOMO energy (eV) = -8.19
- SMILES = O=C(O)CSC(=S)N1CCCC1

Structure (ORCA input):
```
! wB97M-V def2-TZVPD RIJCOSX def2/J DEFGRID3
* xyz 0 1
C 2.83 -0.11 0.42
C 2.30 -1.01 -0.70
C -0.25 0.22 -0.29
C -2.40 1.32 0.16
C -3.70 0.54 0.54
C -3.67 -0.84 -0.03
C -2.25 -1.20 -0.11
H 4.43 0.87 0.79
H 2.60 -0.60 -1.70
H 2.81 -2.15 -0.58
H -2.21 2.26 0.74
H -2.45 1.71 -0.81
H -4.72 1.11 0.38
H -3.88 0.37 1.63
H -4.16 -1.32 0.89
H -4.29 -0.81 -0.99
H -1.85 -1.86 -0.88
H -1.95 -1.67 0.88
N -1.55 0.08 -0.11
O 3.97 0.54 0.05
O 2.40 -0.23 1.49
S 0.55 -1.34 -0.23
S 0.61 1.69 -0.51
*
```

=====

--- Q ---
Below is C7H11NO2S2 in the gas phase, with properties calculated with ωB97M-V/def2-TZVPD.

- frontier orbital gap (spin up / spin down) (eV) = 6.962 / 6.961
- HOMO energy (spin up / spin down) (eV) = -7.69 / -7.69

Structure (ORCA input):
```
! wB97M-V def2-TZVPD RIJCOSX def2/J DEFGRID3
* xyz 0 1
C 1.42 0.24 0.46
C -0.31 -0.89 -0.32
C -0.97 1.28 -0.27
C 3.71 0.82 0.15
C -3.21 -0.67 0.90
C 2.69 -0.36 -0.13
C -2.69 -0.51 -0.51
N -1.32 -0.06 -0.37
O 0.99 2.88 0.48
O -0.52 -2.12 -0.64
S -2.11 2.44 0.02
S 0.75 1.72 -0.42
H 3.66 1.07 1.15
H 3.60 1.63 -0.42
H 4.76 0.55 0.13
H -2.72 -0.03 1.51
H -4.24 -0.48 0.91
H -3.06 -1.82 1.29
H 2.86 -1.22 0.37
H 2.55 -0.50 -1.14
H -2.72 -1.39 -1.14
H -3.38 0.01 -1.18
H 0.26 -2.59 -0.84
*
```

=====

Name the least stable of them. Q.